Record 1
57
Properties=species:S:1:pos:R:3:forces:R:3 method="wB97M-V/def2-TZVPD" smiles="CCOc1ccccc1N(CC(=O)NCCSc1ccccn1)S(=O)(=O)c1ccccc1" gap_ev=8.65 total_charge=0
C 1.630074 3.512791 -0.631281 -0.260 -0.099 0.234
C 0.936314 3.616276 0.722076 0.377 0.262 -0.075
O -0.075387 2.637152 0.899623 -0.764 0.197 -0.315
C -1.181635 2.664407 0.094644 -0.128 0.102 0.004
C -1.627652 3.789999 -0.581554 0.160 0.004 0.112
C -2.802745 3.758429 -1.314125 -0.025 -0.069 -0.009
C -3.544023 2.596340 -1.370340 -0.036 0.070 -0.024
C -3.105386 1.461638 -0.708625 0.135 -0.098 0.126
C -1.922027 1.470880 0.020939 0.116 0.893 -0.265
N -1.462783 0.338891 0.712958 1.155 -0.331 0.277
S 0.181912 -0.049082 0.708259 0.297 -0.361 0.377
O 0.252968 -1.465350 0.941424 -0.330 0.081 0.255
O 0.802448 0.425721 -0.496751 -0.261 0.363 0.210
C 0.924934 0.659911 2.172914 -0.234 -0.211 -0.274
C 0.171260 0.832324 3.315367 -0.047 -0.001 0.120
C 0.795408 1.268781 4.472701 -0.064 -0.064 -0.073
C 2.160681 1.509438 4.476289 0.081 0.037 0.025
C 2.908031 1.316785 3.325474 -0.037 -0.027 0.017
C 2.286509 0.886133 2.163706 0.023 -0.044 -0.191
H 2.834459 0.725562 1.248799 0.169 0.018 -0.100
H 3.971891 1.500591 3.332086 0.085 0.008 -0.016
H 2.644365 1.846015 5.381097 0.037 0.032 0.070
H 0.218034 1.416883 5.372670 -0.062 0.010 0.060
H -0.889185 0.639261 3.287805 -0.151 0.025 0.056
C -2.348886 -0.793764 0.855505 -0.272 -0.576 0.197
C -2.678744 -1.544556 -0.442424 0.233 0.233 0.074
O -3.710676 -2.176729 -0.552265 -0.364 -0.148 0.205
N -1.764218 -1.431564 -1.418269 0.227 -0.042 -0.170
H -0.896939 -0.939759 -1.258241 -0.111 -0.006 -0.169
C -1.913263 -2.090978 -2.694424 -0.133 -0.118 -0.155
C -0.707143 -2.954985 -3.031638 0.190 0.334 -0.062
H -0.456622 -3.636369 -2.217859 -0.121 -0.056 -0.161
H -0.878352 -3.501835 -3.957183 0.000 -0.040 0.030
S 0.786028 -1.930709 -3.280398 -0.271 0.003 -0.277
C 1.690221 -2.276771 -1.808593 0.017 -0.200 -0.054
N 1.299947 -3.303997 -1.078749 -0.028 -0.039 -0.136
C 1.960192 -3.567047 0.034309 0.331 -0.074 0.273
C 3.051546 -2.831654 0.458565 0.045 -0.013 0.004
C 3.471784 -1.767864 -0.330723 -0.002 -0.109 -0.043
C 2.786575 -1.478119 -1.492137 -0.039 -0.158 0.060
H 3.059030 -0.657167 -2.135322 0.041 0.132 -0.025
H 4.325619 -1.171830 -0.038403 0.060 0.033 0.011
H 3.556106 -3.076803 1.379727 0.035 -0.042 0.080
H 1.588276 -4.410065 0.600596 0.052 -0.047 0.156
H -2.057962 -1.337157 -3.478017 -0.087 -0.117 0.051
H -2.811971 -2.711143 -2.624656 0.114 0.111 -0.079
H -3.286022 -0.476562 1.322004 0.115 -0.019 -0.138
H -1.850943 -1.508175 1.514834 -0.289 0.020 -0.040
H -3.696423 0.563581 -0.772816 -0.090 -0.083 0.008
H -4.463956 2.559276 -1.932526 -0.085 -0.015 -0.045
H -3.132026 4.646497 -1.831065 -0.031 0.078 -0.043
H -1.069360 4.710788 -0.528158 0.103 0.057 0.031
H 1.645214 3.399986 1.526400 -0.115 0.107 -0.080
H 0.528456 4.621752 0.887959 0.034 -0.138 0.058
H 2.548106 4.093785 -0.619893 0.086 0.099 -0.009
H 0.990363 3.877121 -1.430812 0.013 0.029 -0.109
H 1.857628 2.468753 -0.831179 0.106 0.007 -0.044



Record 2
56
Properties=species:S:1:pos:R:3:forces:R:3 method="wB97M-V/def2-TZVPD" smiles="COc1ccc(OCC(=O)Nc2c(C(=O)N3CCN(C)CC3)oc3ccccc23)cc1" gap_ev=8.18 total_charge=0
C -3.628793 -2.306794 2.352694 -0.137 -0.133 -0.080
H -3.581260 -2.528303 1.280811 -0.009 0.024 0.029
O -2.652053 -1.366906 2.727627 0.214 0.281 0.105
C -2.663029 -0.146269 2.115882 -0.013 0.054 -0.063
C -1.623036 0.720662 2.456358 -0.137 -0.164 -0.020
C -1.498224 1.943793 1.837535 -0.157 0.155 -0.163
C -2.417282 2.336958 0.866186 -0.188 -0.222 0.253
C -3.493864 1.509586 0.580909 0.148 0.481 0.020
C -3.612490 0.272734 1.194268 0.029 -0.350 0.269
H -4.445414 -0.356464 0.924706 -0.056 -0.101 -0.015
H -4.239681 1.802043 -0.141555 -0.060 0.046 -0.113
O -2.158323 3.515988 0.198730 0.088 0.016 0.205
C -2.531217 3.556043 -1.164685 -0.230 0.026 -0.140
C -2.268227 2.214387 -1.861103 0.008 0.251 -0.007
O -3.034597 1.737993 -2.665967 -0.112 -0.017 -0.033
N -1.107299 1.647926 -1.430799 0.624 0.297 -0.063
C -0.808336 0.321173 -1.234169 0.759 -0.187 0.337
C 0.360544 -0.089230 -0.614449 -0.949 0.564 -0.635
C 1.398389 0.816356 -0.125368 0.076 -0.103 0.196
O 1.203524 2.035243 -0.232246 -0.112 0.078 -0.112
N 2.516308 0.355464 0.471495 0.069 0.097 0.147
C 3.023206 -0.994511 0.509848 0.166 -0.572 -0.314
H 2.278001 -1.702928 0.163055 0.150 0.082 0.103
C 4.284212 -1.091618 -0.353189 -0.125 -0.068 0.278
N 5.283277 -0.160393 0.135005 -0.030 0.009 -0.049
C 6.542264 -0.298430 -0.562363 -0.041 0.002 0.010
H 7.266700 0.386661 -0.124971 0.086 0.008 -0.031
H 6.907258 -1.316980 -0.438924 0.077 -0.026 -0.038
H 6.459927 -0.082375 -1.639167 0.008 0.004 -0.030
C 4.768834 1.195669 0.068551 -0.119 0.001 0.256
C 3.510132 1.306879 0.926293 0.170 0.509 -0.120
H 3.084986 2.308317 0.855929 0.093 -0.144 0.077
H 3.757997 1.078383 1.967047 0.005 0.021 -0.033
H 5.530653 1.877415 0.452219 -0.023 0.026 -0.037
H 4.527322 1.489888 -0.969147 0.023 0.009 0.032
H 4.688879 -2.103950 -0.286775 -0.028 -0.001 -0.039
H 4.018437 -0.890518 -1.408138 0.013 -0.029 0.032
H 3.287669 -1.229037 1.546645 -0.030 -0.042 -0.068
O 0.348526 -1.447622 -0.413633 0.089 -0.323 0.176
C -0.829617 -1.903631 -0.887921 -0.680 0.457 -0.385
C -1.278375 -3.215112 -0.848717 0.223 0.011 0.101
C -2.532601 -3.465771 -1.365538 0.115 -0.025 0.042
C -3.307746 -2.442738 -1.916881 -0.131 0.026 -0.042
C -2.860658 -1.141002 -1.961608 -0.067 -0.052 -0.040
C -1.601901 -0.856984 -1.430337 0.267 -0.515 0.136
H -3.454412 -0.357510 -2.401538 -0.030 0.016 -0.004
H -4.280510 -2.683345 -2.318852 -0.081 -0.006 -0.051
H -2.921486 -4.472959 -1.347253 -0.009 -0.093 0.003
H -0.667514 -3.994962 -0.423285 0.061 -0.104 0.053
H -0.417441 2.237250 -0.939567 -0.302 -0.112 -0.108
H -1.925512 4.347526 -1.616080 -0.086 -0.083 -0.016
H -3.591228 3.810400 -1.292928 0.175 -0.127 -0.041
H -0.673631 2.599943 2.065042 0.140 0.065 0.005
H -0.903563 0.396279 3.191209 0.107 -0.036 0.099
H -3.401013 -3.209008 2.918322 -0.062 0.027 -0.057
H -4.636719 -1.965629 2.610787 0.020 -0.006 -0.020



Record 3
60
Properties=species:S:1:pos:R:3:forces:R:3 method="wB97M-V/def2-TZVPD" gap_ev="6.95 / 7.12" total_charge=-1 s_squared=0.7577 multiplicity=2
Ru -0.790288 -0.152630 -0.047277 0.180 0.989 1.422
C -1.356468 2.660118 -3.095766 0.108 0.020 -0.059
C -0.630102 2.154256 -1.883334 0.420 -0.337 -0.204
O -0.361139 0.885801 -1.830163 -1.312 0.086 -0.498
C -0.243807 3.003189 -0.885427 -0.099 0.181 0.369
C 0.363340 2.555543 0.318184 0.356 0.059 -0.195
C 0.879961 3.609402 1.256786 0.064 0.014 -0.073
N 0.470172 1.283827 0.639778 0.109 0.003 0.193
N 1.085441 1.020604 1.865232 0.107 0.225 -0.245
C 0.733607 -0.140911 2.305903 0.171 -0.394 0.203
O -0.042871 -0.971118 1.697823 -0.716 -0.553 0.047
C 1.292048 -0.582688 3.618732 -0.116 -0.014 -0.057
C 1.356234 -1.941546 3.904036 0.004 -0.079 0.035
C 1.860473 -2.379263 5.120974 0.011 0.039 -0.002
C 2.289319 -1.458469 6.067533 0.003 0.038 -0.040
C 2.206569 -0.098135 5.793031 -0.002 -0.035 -0.006
C 1.713626 0.338364 4.572553 0.062 0.030 -0.010
H -1.210975 1.976998 -3.931760 0.011 0.008 0.005
H -1.029376 3.662593 -3.371199 -0.030 0.007 0.022
H -2.424640 2.686522 -2.868374 -0.011 -0.038 -0.026
H -0.424780 4.062914 -0.994910 -0.031 -0.011 0.076
H 0.334946 4.537695 1.092125 0.032 -0.011 -0.023
H 1.942885 3.783497 1.071431 -0.007 -0.015 0.010
H 0.777466 3.294931 2.289828 -0.009 0.025 0.029
H 1.001031 -2.644339 3.161454 -0.012 0.014 0.017
H 1.911357 -3.439636 5.336201 0.008 0.006 -0.019
H 2.687596 -1.797808 7.016039 -0.038 0.005 0.003
H 2.519556 0.623939 6.537080 0.019 -0.002 -0.019
H 1.650067 1.394139 4.342269 0.005 -0.018 0.013
C 3.178806 -2.671168 -0.162547 0.017 -0.002 0.098
Se 2.301274 -0.998931 -0.611665 0.172 0.100 -0.151
C 1.724356 -1.550072 -2.381077 0.029 -0.031 0.008
C 0.759639 -2.722896 -2.344692 -0.027 -0.072 -0.133
Se -1.009573 -2.259792 -1.678573 0.491 -0.229 0.044
C -1.576070 -1.382057 -3.307792 -0.071 -0.049 -0.043
H 3.899654 -2.930587 -0.935948 0.018 -0.026 0.022
H 2.455244 -3.472397 -0.032211 0.023 -0.014 0.029
H 3.696802 -2.510732 0.780879 0.014 -0.016 -0.010
H 2.609909 -1.795496 -2.969901 0.005 -0.003 -0.005
H 1.260392 -0.658281 -2.800949 -0.020 -0.022 -0.054
H 1.121645 -3.526241 -1.706092 0.064 -0.031 -0.050
H 0.618248 -3.134428 -3.346234 0.004 -0.032 0.004
H -1.633511 -2.136048 -4.090768 -0.010 -0.002 0.002
H -0.873078 -0.593522 -3.551901 0.001 0.008 -0.009
H -2.551705 -0.947485 -3.108035 -0.009 0.012 -0.002
O -3.457444 5.771132 1.953094 -0.115 -0.157 0.008
C -4.204465 4.833034 1.605540 -0.083 0.337 -0.037
O -5.433614 4.781386 1.418652 0.173 0.018 -0.012
C -3.472696 3.511412 1.369976 0.088 -0.153 0.054
C -2.503563 3.073714 2.268991 -0.119 -0.001 0.040
C -1.856984 1.875288 2.064571 -0.163 -0.338 0.088
N -2.121184 1.096209 1.008696 0.267 0.670 -0.636
C -3.055766 1.518075 0.129602 -0.048 0.021 0.341
C -3.751618 2.693224 0.277831 -0.055 -0.025 0.087
C -3.288077 0.532164 -0.977255 -0.074 -0.341 -0.024
O -3.859587 0.827224 -2.009440 -0.115 -0.079 0.063
O -2.811450 -0.638673 -0.648332 0.241 0.146 -0.678
H -2.251313 3.690822 3.120931 -0.023 0.005 -0.009
H -1.108232 1.508020 2.751892 0.065 0.076 -0.030
H -4.503686 2.968279 -0.448270 -0.027 -0.011 0.028



Record 4
58
Properties=species:S:1:pos:R:3:forces:R:3 method="wB97M-V/def2-TZVPD" smiles="COc1ccccc1N1CCN(S(=O)(=O)CCNC(=O)c2cc(=O)c3ccccc3o2)CC1" gap_ev=7.21 total_charge=0
C -2.850751 -1.009428 2.095922 -0.119 -0.198 0.166
H -3.571343 -1.506068 1.438938 0.008 0.018 0.021
O -2.151336 0.006334 1.416980 0.032 0.475 -0.330
C -2.875220 1.018656 0.838272 0.114 -0.038 0.041
C -4.254753 1.119451 0.893012 0.044 -0.176 0.138
C -4.917301 2.140325 0.225202 -0.017 0.094 -0.076
C -4.201864 3.068701 -0.501854 -0.183 0.003 -0.021
C -2.819459 2.994294 -0.542461 0.119 -0.109 0.126
C -2.132284 1.988092 0.126368 -0.184 -0.021 0.060
N -0.749810 1.862700 0.062315 0.119 -0.155 -0.126
C 0.010125 2.329730 -1.067717 0.135 -0.243 -0.154
C 1.108231 1.292166 -1.328615 -0.144 0.411 -0.560
N 1.934494 1.059086 -0.157678 0.774 0.859 0.070
S 3.241441 2.098687 0.027954 0.273 -0.456 0.377
O 3.654865 2.493778 -1.288026 0.039 -0.146 -0.316
O 2.982488 3.123430 0.998128 -0.081 -0.125 0.207
C 4.529433 0.999808 0.702512 -0.704 0.299 -0.437
C 4.898259 -0.078365 -0.306697 0.211 -0.157 0.097
N 3.793042 -0.974062 -0.559311 0.048 -0.333 -0.273
C 3.374781 -1.828487 0.402968 0.136 0.199 -0.631
O 4.021273 -2.110070 1.389429 0.003 -0.028 0.275
C 1.994827 -2.378351 0.177031 -0.437 -0.497 0.841
C 1.337163 -3.008049 1.171408 0.303 0.127 -0.256
C -0.070231 -3.369825 1.053222 0.063 0.073 -0.136
O -0.718948 -3.875365 1.951952 0.052 0.013 -0.030
C -0.646251 -3.014089 -0.256735 0.119 0.106 -0.179
C -1.988321 -3.277001 -0.542156 0.078 0.049 -0.083
C -2.528301 -2.929236 -1.758679 -0.101 -0.070 0.113
C -1.730776 -2.318837 -2.722850 0.153 0.027 0.037
C -0.402288 -2.056529 -2.468791 0.225 0.009 0.087
C 0.143243 -2.396497 -1.230536 -0.763 -0.215 0.002
O 1.452529 -2.082594 -1.020030 0.154 0.115 -0.084
H 0.230108 -1.592342 -3.209803 0.069 0.059 -0.080
H -2.153016 -2.049188 -3.678757 -0.016 0.032 -0.089
H -3.566825 -3.130891 -1.971096 -0.091 -0.023 -0.008
H -2.574953 -3.761926 0.223393 -0.045 -0.036 0.072
H 1.852943 -3.203003 2.098121 0.103 0.056 0.037
H 3.120957 -0.681968 -1.251852 0.040 -0.143 0.152
H 5.727310 -0.673529 0.088625 -0.049 0.204 -0.084
H 5.189275 0.389787 -1.247583 0.064 -0.128 0.059
H 4.156795 0.567774 1.626039 -0.020 -0.009 0.145
H 5.373331 1.649615 0.917464 -0.001 0.150 0.033
C 1.177554 0.802510 1.053680 -0.297 0.070 0.586
H 0.732837 -0.193755 0.976296 0.030 0.050 0.026
C 0.057232 1.821334 1.258420 0.187 -0.092 0.259
H 0.506840 2.807522 1.453655 -0.101 -0.074 0.037
H -0.552793 1.527812 2.109750 0.073 0.034 -0.026
H 1.870868 0.824547 1.893884 -0.084 -0.126 0.146
H 0.635840 0.343705 -1.600608 0.036 0.065 0.023
H 1.774209 1.623867 -2.125409 -0.166 -0.089 -0.119
H 0.479533 3.308297 -0.875674 -0.098 0.012 -0.079
H -0.631807 2.400091 -1.946502 0.040 0.029 0.021
H -2.261615 3.737841 -1.090972 0.095 0.069 -0.039
H -4.711579 3.861827 -1.027518 -0.045 0.069 -0.043
H -5.993946 2.195138 0.276034 -0.093 0.006 0.006
H -4.834762 0.394006 1.440978 -0.005 -0.095 0.060
H -2.100630 -1.732243 2.413026 -0.084 0.001 -0.008
H -3.370637 -0.619185 2.976934 -0.013 0.002 -0.054



Relative energy (zero: lowest compared OMol25 entry of this formula, charge and spin) in kcal per mole, matching the order above: 33.1 50.1 27.8 30.4
Total energy in eV, matching the order above: -58587.256 -38964.398 -174288.347 -51847.009